This record from OMol25 describes 17 unconnected molecules or ions with the total composition H34O17 in a non-equilibrium geometry. The level of theory is wB97M-V/def2-TZVPD.

LUMO: -0.1 eV
electronic energy: -35358.1316 eV
energy relative to the best compared isomer or geometry (same formula, charge and spin): 3.8797 eV

```
! wB97M-V def2-TZVPD RIJCOSX def2/J DEFGRID3
* xyz 0 1
O 2.109 1.145 -1.220
H 1.768 0.542 -0.513
H 3.033 1.047 -1.148
O -3.452 -3.457 2.282
H -3.882 -4.204 1.825
H -4.140 -2.741 2.172
O 0.153 0.794 -5.299
H -0.153 1.402 -5.978
H -0.685 0.372 -4.920
O 0.754 1.052 2.608
H 0.640 0.155 2.310
H 1.488 1.237 2.036
O 0.453 -1.144 -0.027
H 0.577 -1.858 0.702
H 0.881 -1.504 -0.864
O 0.087 4.521 3.917
H -0.092 3.623 4.123
H -0.788 4.925 3.770
O -0.606 -2.992 2.184
H -1.159 -3.611 2.684
H -1.347 -3.039 1.562
O -2.561 0.351 -1.616
H -2.130 0.819 -0.886
H -3.193 0.766 -2.158
O 1.798 -2.048 -4.872
H 1.186 -1.444 -5.257
H 1.613 -2.916 -5.148
O -0.924 -1.121 -3.448
H -1.868 -1.187 -3.680
H -1.102 -0.446 -2.852
O -1.525 2.684 -2.488
H -1.274 2.602 -3.376
H -0.911 2.231 -1.910
O -2.236 3.571 1.492
H -1.394 4.039 1.583
H -1.931 2.703 1.762
O 3.727 -3.140 2.910
H 4.192 -2.636 3.574
H 3.411 -2.560 2.180
O 2.163 1.055 4.903
H 1.659 1.096 5.727
H 1.412 1.315 4.342
O -5.369 -0.325 0.493
H -4.640 0.081 0.060
H -6.105 -0.566 -0.100
O 2.063 -1.443 -2.188
H 2.284 -2.306 -2.437
H 1.870 -0.771 -2.873
O 4.516 1.135 1.043
H 5.470 1.431 1.155
H 4.162 0.766 1.858
*
```

---

This record from OMol25 describes a molecular structure, C33H24F10MoN4 in a non-equilibrium geometry. The level of theory is wB97M-V/def2-TZVPD.

LUMO (spin up / spin down): -0.4 / -0.8 eV
electronic energy: -69599.3937 eV
energy relative to the best compared isomer or geometry (same formula, charge and spin): 0.1230 eV

```
! wB97M-V def2-TZVPD RIJCOSX def2/J DEFGRID3
* xyz 0 3
Mo 0.530 0.905 0.268
C 1.093 3.998 1.310
N -0.018 3.086 0.980
C -0.840 3.702 -0.103
C -0.306 3.241 -1.439
N -0.175 1.784 -1.410
C -0.916 1.012 -2.320
C -0.324 0.015 -3.100
F 0.999 -0.169 -3.075
C -1.057 -0.821 -3.921
F -0.441 -1.775 -4.620
C -2.420 -0.658 -4.041
F -3.132 -1.462 -4.831
C -3.033 0.349 -3.329
F -4.353 0.523 -3.421
C -2.287 1.154 -2.489
F -2.951 2.070 -1.762
C -0.836 2.866 2.203
C -1.738 1.664 2.064
N -0.925 0.466 1.762
C -1.404 -0.718 2.313
C -0.552 -1.757 2.699
F 0.776 -1.615 2.581
C -1.001 -2.982 3.147
F -0.117 -3.926 3.482
C -2.351 -3.233 3.266
F -2.792 -4.415 3.698
C -3.228 -2.234 2.912
F -4.546 -2.458 2.960
C -2.756 -1.024 2.436
F -3.682 -0.164 1.969
H 0.692 4.952 1.667
H 1.701 4.183 0.427
H 1.719 3.557 2.078
H -0.823 4.792 -0.004
H -1.866 3.366 0.003
H 0.680 3.682 -1.622
H -0.954 3.569 -2.249
H -1.428 3.762 2.417
H -0.150 2.703 3.032
H -2.503 1.850 1.308
H -2.269 1.552 3.013
C 4.578 1.945 -1.414
C 5.152 0.677 -1.513
C 4.401 -0.432 -1.172
C 3.087 -0.269 -0.725
C 2.501 0.996 -0.585
C 3.282 2.096 -0.949
C 2.197 -1.408 -0.469
C 2.640 -2.754 -0.446
C 1.746 -3.760 -0.324
C 0.358 -3.474 -0.319
C -0.620 -4.496 -0.340
C -1.946 -4.188 -0.437
C -2.336 -2.834 -0.525
C -1.411 -1.831 -0.467
C -0.036 -2.127 -0.333
N 0.910 -1.103 -0.279
H 5.150 2.819 -1.706
H 6.165 0.561 -1.876
H 4.835 -1.419 -1.281
H 2.880 3.100 -0.884
H 3.699 -2.958 -0.510
H 2.074 -4.793 -0.278
H -0.292 -5.530 -0.302
H -2.692 -4.972 -0.463
H -3.385 -2.580 -0.626
H -1.735 -0.801 -0.520
C 2.000 1.049 1.904
H 2.470 0.064 1.995
H 1.505 1.268 2.852
H 2.804 1.764 1.732
*
```

---

This record from OMol25 describes a molecular structure, C2H4N3P in a non-equilibrium geometry. The level of theory is wB97M-V/def2-TZVPD.

LUMO: -0.4 eV
electronic energy: -15894.5279 eV
energy relative to the best compared isomer or geometry (same formula, charge and spin): 2.5988 eV

```
! wB97M-V def2-TZVPD RIJCOSX def2/J DEFGRID3
* xyz 0 1
C 1.568 0.752 0.052
C 0.501 0.346 -0.642
N 1.550 0.506 1.352
N -0.272 -0.328 0.262
N -1.980 -1.087 -0.154
P 0.301 -0.382 1.799
H 2.445 1.210 -0.267
H 0.465 0.528 -1.715
H -2.075 -0.917 -1.183
H -2.503 -0.630 0.496
*
```

---

This record from OMol25 describes a molecular structure, C10H15BInNO10 in a non-equilibrium geometry. The level of theory is wB97M-V/def2-TZVPD.

LUMO: -13.4 eV
electronic energy: -38409.7045 eV
energy relative to the best compared isomer or geometry (same formula, charge and spin): 0.0000 eV

```
! wB97M-V def2-TZVPD RIJCOSX def2/J DEFGRID3
* xyz 2 1
In -1.084 -0.118 2.441
O 3.922 3.479 -4.207
C 3.176 3.649 -3.338
O 2.102 2.996 -3.000
B 1.451 3.587 -1.794
O 2.333 4.702 -1.393
C 3.340 4.846 -2.201
O 4.235 5.551 -2.139
O 1.335 2.586 -0.699
C 0.099 2.488 -0.335
O -0.341 1.806 0.499
C -0.748 3.461 -1.230
O 0.079 3.974 -2.120
O -1.852 3.720 -1.061
C -3.432 -0.161 -0.779
O -2.172 -0.478 -0.164
C -1.116 -0.744 -1.026
C -0.195 -1.686 -0.294
N 0.469 -1.088 0.876
C 1.305 -2.044 1.687
C 0.585 -3.275 2.176
O -0.688 -2.848 2.717
C -1.371 -3.912 3.398
H -3.649 -0.869 -1.578
H -3.394 0.859 -1.179
H -4.211 -0.202 -0.026
H -0.647 0.193 -1.370
H -1.427 -1.224 -1.965
H 0.574 -2.051 -1.006
H -0.730 -2.606 -0.056
H 1.209 -0.495 0.469
H 1.732 -1.523 2.544
H 2.145 -2.365 1.048
H 1.135 -3.746 2.988
H 0.356 -3.948 1.345
H -0.718 -4.357 4.161
H -1.605 -4.701 2.684
H -2.203 -3.460 3.923
*
```